[1]
C22H66CsF6O22P as an isolated structure at a distorted geometry. Source: the OMol25 dataset; level of theory: ωB97M-V with the def2-TZVPD basis set.

Geometry as XYZ:
```
118
C22H66CsF6O22P ωB97M-V with the def2-TZVPD basis set
Cs 0.443 -0.367 -0.314
P 1.145 -3.302 2.483
F 2.680 -3.205 3.065
F -0.380 -3.398 2.052
F 0.794 -3.526 4.032
F 1.732 -3.222 0.983
F 0.965 -1.658 2.517
F 1.300 -4.973 2.394
O 3.820 -0.097 0.486
O -4.548 -1.987 0.762
O -2.219 -1.416 -2.220
O -2.859 -0.655 5.420
O -0.225 2.425 -6.057
O 6.094 -1.057 2.038
O 1.399 -2.506 -2.642
O -0.624 -3.437 -1.150
O 0.215 -3.166 -5.014
O 4.905 2.029 -2.769
O 5.632 -0.315 5.297
O -2.119 1.097 1.593
O 2.087 2.674 0.352
O -2.090 4.066 1.665
O -3.379 4.241 -0.834
O -6.438 0.136 1.617
O 4.067 0.841 3.012
O -4.418 -2.050 3.549
O -1.090 2.435 -0.660
O 0.272 4.735 -0.540
O -0.244 -0.138 -4.608
O 1.294 1.449 -3.101
C -1.175 1.354 -6.349
C 3.555 1.933 -2.414
C -0.600 -0.054 -5.991
C -4.460 -0.625 0.312
C 0.656 -4.224 -4.178
C 1.741 -3.717 -3.266
C 1.269 3.343 1.273
C -2.022 -3.755 -1.563
C -1.896 2.584 -1.871
C 1.006 4.765 0.671
C -3.228 -2.605 4.116
C -5.019 0.243 1.422
C -2.466 -2.773 -2.601
C 4.277 0.091 5.373
C -2.257 -1.527 4.491
C -2.719 3.221 2.685
C 2.590 1.280 -3.463
C 3.634 -0.088 3.969
C -2.068 1.814 2.825
C 4.296 -1.427 0.250
C -3.335 2.898 -1.331
C 5.775 -1.480 0.668
H 2.712 0.198 -3.425
H -2.096 -4.746 -2.010
H 4.131 -1.725 -0.786
H -4.517 0.133 2.383
H -2.005 1.526 -5.664
H -3.466 -0.279 0.026
H 3.796 -1.097 3.590
H -1.760 1.682 0.922
H -2.579 -0.846 -2.903
H 1.997 -4.443 -2.495
H 1.922 5.316 0.459
H -4.787 1.275 1.160
H 1.147 -5.057 -4.680
H 1.162 2.397 -3.173
H -0.224 -4.539 -3.617
H -6.567 -0.629 2.183
H -3.177 -1.197 6.146
H -1.794 1.717 -2.524
H 0.291 -0.296 -6.570
H -2.794 4.214 -0.074
H -1.056 1.958 3.203
H -2.737 3.704 3.662
H -3.756 3.145 2.358
H -4.016 -2.132 1.548
H 0.366 2.735 1.343
H -0.436 -4.192 -0.589
H 3.434 1.237 -1.585
H -1.962 -2.819 -3.566
H -2.557 1.243 3.615
H 3.161 2.883 -2.054
H -0.542 3.204 -0.487
H -3.676 2.178 -0.588
H -2.631 -3.868 -0.666
H -1.354 -1.934 4.945
H 6.395 -0.923 -0.035
H -1.310 -0.819 -6.305
H -5.083 -0.502 -0.574
H 2.774 1.711 -4.447
H 3.861 0.129 1.418
H -3.671 -3.065 4.999
H 4.167 1.113 5.736
H 0.609 -2.621 -2.109
H 3.636 -2.091 0.809
H -1.479 3.414 -2.442
H 0.408 5.283 1.421
H 4.263 1.664 3.465
H -2.081 4.953 2.033
H 2.974 3.036 0.403
H 2.549 -0.038 4.059
H 0.402 -2.394 -4.476
H -1.853 -0.964 3.650
H 5.509 -0.347 2.311
H 6.025 0.397 4.786
H 5.348 1.195 -2.599
H -1.591 1.403 -7.355
H 6.169 -2.488 0.541
H -0.248 5.542 -0.545
H -0.712 3.251 -6.104
H -3.544 -2.931 -2.625
H -4.052 2.779 -2.143
H 0.245 0.641 -4.333
H 3.806 -0.530 6.134
H 2.709 -3.523 -3.727
H 1.749 3.365 2.251
H -2.799 -3.343 3.438
H -4.570 -1.147 3.838
```

As for the total charge: 0. The multiplicity is 1. The value obtained for the HOMO-LUMO gap is 9.0 eV. The value obtained for the total energy is -3493.86262 Ha.

Atom charges from the Löwdin analysis, given in e for atoms 1 to 8: 1.0474, 0.1878, -0.1759, -0.1408, -0.1571, -0.1860, -0.2446, -0.1993

=====

[2]
A 11-piece molecular cluster, C22H66O18 overall at a distorted geometry. Source: the OMol25 dataset; level of theory: ωB97M-V with the def2-TZVPD basis set.

Geometry as XYZ:
```
106
C22H66O18 ωB97M-V with the def2-TZVPD basis set
O 0.201 4.236 3.449
O -1.722 2.501 1.732
O -3.204 -2.581 1.358
O 3.273 -1.980 0.912
O -1.370 -3.625 -0.582
O 0.489 1.025 1.933
O 5.052 -2.856 -2.214
O -4.402 -0.078 -4.778
O -2.435 3.826 4.253
O -1.412 3.924 -3.112
O 3.151 0.873 1.138
O 3.864 -4.680 -0.153
O 3.011 -1.258 -3.568
O 0.546 1.568 -2.994
O -3.035 0.235 -2.318
O 0.716 4.219 -1.626
O -1.912 0.281 0.258
O -1.949 4.729 -0.349
C -2.822 2.531 3.839
C 3.628 -0.035 2.120
C -3.162 0.570 -4.712
C 2.272 3.194 4.347
C 4.516 -4.159 -2.487
C 1.262 2.979 -1.121
C -0.558 -0.286 0.093
C -2.355 0.064 -3.519
C 3.427 -4.675 -1.555
C -0.146 -4.340 -0.479
C -3.143 -2.102 3.760
C 0.157 -0.297 1.454
C -2.630 3.756 -2.451
C 1.657 2.127 -2.284
C 4.296 -1.184 1.464
C -0.027 -4.925 0.928
C 1.846 -1.407 -2.690
C -2.992 2.462 2.369
C 0.847 -2.153 -3.501
C 0.777 3.387 4.456
C -3.735 -1.770 2.399
C -2.523 3.570 -0.972
H -2.181 -1.689 3.961
H -2.615 0.348 -5.610
H -1.898 2.702 -0.884
H -2.322 -2.310 1.129
H -0.481 -0.822 2.167
H 4.176 -4.072 -3.507
H 2.134 -1.889 -1.708
H -3.488 3.283 -0.546
H -0.638 -1.340 -0.177
H -4.822 -1.873 2.305
H 0.023 -2.532 -2.827
H 4.449 -5.431 -0.038
H -2.094 -3.979 -0.050
H -3.074 -3.182 3.910
H 0.733 -3.705 -0.662
H -3.300 1.668 -4.816
H 1.436 -2.970 -3.895
H 2.854 -0.420 2.806
H 0.271 2.422 4.472
H -1.865 1.880 1.009
H -3.801 -1.738 4.502
H 4.879 -1.760 2.187
H -5.158 0.514 -4.821
H 3.635 -2.854 0.789
H -3.853 -0.228 -2.447
H -0.667 4.172 -2.552
H -2.149 1.771 4.192
H 2.635 -3.946 -1.507
H -0.863 -5.577 1.125
H -3.486 1.542 2.056
H 2.220 1.303 -1.854
H 0.523 2.394 -0.532
H 2.512 2.748 3.397
H -3.578 3.306 1.945
H -0.063 -5.094 -1.269
H -1.505 4.003 4.014
H -2.142 -0.989 -3.723
H -0.101 2.276 -3.153
H 4.995 -0.956 0.635
H -1.347 0.532 -3.500
H 2.389 2.682 -2.843
H -0.312 1.541 2.085
H 0.534 3.812 5.424
H 0.067 -4.091 1.639
H 3.822 -1.596 -3.119
H 0.893 -5.501 1.080
H 4.392 0.433 2.762
H -3.340 4.598 -2.633
H -2.342 0.310 -0.626
H 2.956 4.033 4.406
H 1.126 -0.852 1.410
H 2.124 3.286 -0.544
H 0.142 3.751 2.615
H -2.110 4.676 0.623
H 0.034 0.280 -0.634
H 0.447 -1.557 -4.320
H 0.095 4.523 -0.936
H -3.524 -0.718 2.160
H 5.326 -4.923 -2.401
H 1.472 -0.443 -2.396
H 5.373 -2.814 -1.290
H -3.744 2.375 4.377
H 2.507 2.426 5.092
H 3.083 -5.639 -1.869
H -3.203 2.943 -2.903
H 2.357 1.292 1.523
```

As for the total charge: 0. Its structure (SMILES) is OCCO.OCCO.OCCO.OCCO.OCCO.OCCO.OCCO.CCO.CCO.CCO.CCO. The multiplicity is 1. The value obtained for the HOMO-LUMO gap is 9.8 eV. The value obtained for the total energy is -2231.98784 Ha.

Atom charges from the Löwdin analysis, given in e for atoms 1 to 8: -0.0820, -0.1194, -0.0880, -0.0787, -0.0985, -0.1024, -0.0765, -0.0514

=====

[3]
A 11-piece molecular cluster, C22H66O22 overall at a distorted geometry. Source: the OMol25 dataset; level of theory: ωB97M-V with the def2-TZVPD basis set.

Geometry as XYZ:
```
110
C22H66O22 ωB97M-V with the def2-TZVPD basis set
O 3.265 -0.344 -2.391
O -2.675 -1.901 -2.297
O -1.653 2.159 5.211
O -0.250 1.125 -0.772
O 0.310 -4.920 -3.778
O 0.931 3.784 -2.262
O 0.774 5.757 -5.231
O -4.347 -0.452 0.364
O 0.900 0.722 -4.970
O -0.989 -1.598 -0.055
O -5.848 1.999 0.617
O 4.575 -3.433 0.869
O 4.846 -0.471 1.926
O 4.877 3.927 -0.113
O 3.498 1.172 0.103
O -0.876 -6.825 1.027
O 0.773 -4.068 -0.719
O -3.738 -6.478 -0.188
O -2.943 0.807 -1.746
O 3.629 1.683 5.785
O 1.069 2.423 4.343
O -4.527 2.818 5.665
C 3.834 -1.457 2.100
C -3.683 3.233 4.583
C 1.368 5.420 -3.965
C 0.919 4.009 -3.666
C 1.500 -0.228 -4.066
C 2.948 2.481 0.298
C -4.575 1.777 1.220
C -2.689 2.123 4.258
C 2.407 0.540 -3.135
C -0.055 -3.784 -3.000
C -3.307 0.309 -3.038
C 1.024 -3.461 -1.989
C -3.219 -6.436 1.116
C -4.313 0.314 1.570
C -0.073 -0.775 0.706
C -1.853 -5.810 1.254
C -0.430 0.701 0.569
C 1.754 1.187 4.319
C 3.641 3.435 -0.662
C 3.239 1.448 4.436
C -2.521 -0.954 -3.335
C 3.702 -2.302 0.837
H 1.796 1.068 -2.401
H 3.939 2.876 -1.558
H -3.297 0.199 1.941
H 0.898 -0.964 0.232
H 0.023 -1.117 1.741
H 0.206 3.214 -1.996
H 1.078 -2.394 -1.740
H 5.469 -3.115 1.030
H 4.452 0.101 1.241
H -1.453 0.876 0.903
H 3.380 2.371 3.864
H 2.053 -3.618 -2.329
H -5.972 1.264 0.005
H 3.917 0.692 4.044
H -3.202 1.159 4.202
H -2.144 -1.567 -1.548
H 1.057 -4.986 -0.681
H -1.749 -5.400 2.266
H -4.379 0.088 -3.031
H -5.207 -0.842 0.179
H 1.556 0.710 3.343
H -2.893 -1.413 -4.253
H 1.441 3.253 -4.259
H -0.125 3.924 -3.995
H -0.551 -2.456 -0.118
H -1.727 -4.959 0.577
H 2.069 -0.926 -4.695
H 1.859 2.483 0.177
H 3.971 -1.709 -0.043
H -0.256 -2.907 -3.627
H 2.877 -0.994 2.385
H -3.813 2.074 0.491
H 0.583 0.226 -5.729
H -3.522 0.327 -1.122
H 5.470 3.170 -0.055
H 2.447 5.517 -4.101
H -3.160 -6.940 -0.802
H 0.298 1.199 1.211
H 2.689 -2.684 0.697
H -2.259 2.292 3.266
H -5.026 -0.044 2.316
H -3.202 4.142 4.938
H -4.509 2.427 2.088
H -1.043 0.788 -1.229
H 1.416 0.473 5.079
H -3.249 -7.386 1.659
H 4.042 -2.103 2.956
H -0.120 -4.833 -4.633
H 0.722 -0.830 -3.587
H -1.833 1.635 5.995
H -3.138 1.076 -3.794
H -3.914 -5.786 1.660
H -4.307 3.558 3.745
H 4.104 2.502 5.921
H 3.189 0.848 -0.753
H 3.026 1.190 -3.756
H 3.053 4.291 -0.975
H 3.975 -0.605 -2.986
H 3.106 2.769 1.338
H 0.006 -6.449 1.085
H 1.023 6.119 -3.204
H 0.193 2.302 4.736
H 1.114 6.598 -5.543
H -0.979 -3.975 -2.444
H -5.229 2.253 5.331
H -1.459 -0.709 -3.450
```

As for the total charge: 0. Its structure (SMILES) is OCCO.OCCO.OCCO.OCCO.OCCO.OCCO.OCCO.OCCO.OCCO.OCCO.OCCO. The multiplicity is 1. The value obtained for the HOMO-LUMO gap is 9.7 eV. The value obtained for the total energy is -2532.90424 Ha.

Atom charges from the Löwdin analysis, given in e for atoms 1 to 8: -0.0799, -0.0742, -0.0588, -0.0707, -0.0539, -0.0757, -0.0828, -0.0731

=====

[4]
A 11-piece molecular cluster, C22H66O22 overall at a distorted geometry. Source: the OMol25 dataset; level of theory: ωB97M-V with the def2-TZVPD basis set.

Geometry as XYZ:
```
110
C22H66O22 ωB97M-V with the def2-TZVPD basis set
O 0.880 1.286 1.442
O 1.075 4.094 -0.054
O -4.160 -2.144 -1.102
O -4.339 0.626 0.979
O 3.224 -1.882 -2.636
O -2.229 -2.132 -3.420
O -1.289 -3.932 -0.957
O -0.525 -1.984 0.592
O 1.984 -4.238 -2.107
O -4.888 2.659 -0.815
O -1.461 -2.962 3.040
O -2.578 -5.781 3.271
O -1.293 3.299 -1.532
O 0.287 7.384 -1.403
O 4.889 6.879 0.721
O 3.948 -1.806 2.535
O 1.704 1.260 -1.429
O -0.957 1.266 -3.720
O -4.668 -4.368 0.597
O 1.009 -4.584 2.877
O 3.755 3.449 0.656
O 4.840 1.789 2.415
C 4.536 5.637 0.056
C -0.320 -2.857 3.929
C -3.660 -4.362 1.598
C -3.697 -5.651 2.427
C -4.935 -0.422 0.254
C -3.761 -1.214 -0.193
C 4.060 0.695 2.951
C 0.914 6.159 -1.392
C -3.720 2.886 -1.530
C 1.023 -3.246 3.188
C 0.831 5.477 0.028
C -2.409 2.930 -0.778
C -1.333 0.106 -3.060
C 4.308 -0.535 2.048
C 0.841 -0.104 1.493
C 2.346 0.389 -2.376
C 4.241 4.699 1.222
C -1.612 -1.063 -4.029
C -0.221 -3.877 -1.811
C -0.333 -0.562 0.641
C 1.043 -4.182 -1.145
C 2.272 -1.078 -1.882
H 1.273 -1.497 -1.924
H 0.382 5.545 -2.068
H -2.975 -0.593 -0.678
H 3.566 5.722 -0.493
H -4.243 1.388 0.428
H 3.500 5.127 1.841
H 1.203 -2.676 2.270
H -3.945 3.888 -2.046
H 5.136 4.533 1.868
H -5.675 2.764 -1.362
H -0.422 0.983 -4.453
H -2.646 -4.288 1.150
H 2.994 0.782 3.021
H -0.217 5.542 0.315
H -2.252 0.505 -2.617
H -0.154 -0.177 -0.361
H -4.648 -5.645 2.979
H 1.107 1.517 0.545
H -3.488 -2.145 -1.750
H -3.535 2.186 -2.346
H -0.632 -1.398 -4.429
H 2.006 6.338 -1.757
H 4.432 -1.838 3.421
H 4.226 2.361 1.917
H 1.549 5.971 0.734
H -0.474 -3.621 4.671
H -0.618 -0.226 -2.316
H 2.562 -3.487 -2.025
H -0.231 -1.904 4.362
H 3.787 -0.323 1.130
H -1.163 -0.007 1.013
H -0.324 7.499 -2.081
H -3.805 -3.547 2.264
H -2.428 3.653 0.017
H 1.296 -3.517 -0.302
H -0.361 -4.545 -2.616
H 2.847 3.630 0.329
H 4.865 7.550 0.032
H -3.657 -6.518 1.739
H 4.516 0.586 3.923
H 5.450 5.317 -0.491
H -2.227 -2.889 -3.995
H 1.755 2.216 -1.616
H -1.566 -3.884 2.943
H -2.120 1.954 -0.342
H 1.927 0.566 -3.430
H 2.585 -1.086 -0.868
H 0.668 -0.329 2.564
H -5.683 -0.933 0.797
H 3.376 0.699 -2.328
H 1.732 -0.494 1.006
H 1.797 -3.010 3.946
H -2.688 -6.596 3.797
H -5.293 0.024 -0.614
H 4.071 -1.552 -2.345
H -1.374 2.870 -2.400
H -2.176 -0.837 -5.013
H -4.553 -3.570 0.099
H -1.350 -3.095 -0.420
H 5.375 -0.496 1.774
H -0.810 -2.250 1.477
H 0.953 -5.196 -0.719
H 0.284 3.772 -0.438
H -3.262 -1.581 0.714
H 0.380 -4.803 2.190
H -0.225 -2.937 -2.226
```

As for the total charge: 0. Its structure (SMILES) is OCCO.OCCO.OCCO.OCCO.OCCO.OCCO.OCCO.OCCO.OCCO.OCCO.OCCO. The multiplicity is 1. The value obtained for the HOMO-LUMO gap is 9.0 eV. The value obtained for the total energy is -2532.81180 Ha.

Atom charges from the Löwdin analysis, given in e for atoms 1 to 8: -0.0472, -0.0849, -0.0217, -0.0565, -0.0538, -0.0478, -0.0669, -0.0844